DFT (the ωB97M-V functional and the def2-TZVPD basis) results for a 2-piece molecular cluster, C4H14N2O2 overall in a non-equilibrium geometry.

Positions of all 22 atoms, in Å:
C  0.4660  2.3601  1.1769
N  -0.4430  1.8622  0.1383
C  0.2402  1.0121  -0.8435
C  -0.5627  -0.2661  -1.1159
N  -0.5802  -1.0785  0.1038
C  0.0168  -0.9561  -2.3806
O  -0.9628  -1.7912  -2.9816
H  1.4138  2.7663  0.8625
H  0.6905  1.5329  1.8648
H  0.1232  3.1744  1.8231
H  -1.1254  1.2973  0.6244
H  0.2246  1.5622  -1.8070
H  1.2488  0.6760  -0.5584
H  -1.6022  0.0436  -1.3456
H  0.2951  -1.2045  0.5976
H  -0.8544  -2.0170  -0.1730
H  0.3679  -0.2045  -3.0918
H  0.7522  -1.6896  -2.0228
H  -1.7226  -1.2802  -3.2559
O  0.6688  -1.8667  3.7178
H  1.3305  -1.6248  4.3667
H  0.0150  -2.3079  4.3001

Properties
* relative energy (zero: lowest compared OMol25 entry of this formula, charge and spin): 34.24 kcal per mole
* SMILES: CNC[C@H](N)CO.O
* electronic energy: -11449.20532 eV
* HOMO-LUMO gap: 9.38 eV

***

DFT (the ωB97M-V functional and the def2-TZVPD basis) results for C4H8N2O as an isolated structure.

Positions of all 15 atoms, in Å:
C  -0.5620  1.9015  -0.0639
C  0.0314  0.5942  -0.5554
N  1.3849  0.3137  -0.0100
C  0.9927  -1.0168  0.4775
C  -0.4941  -0.6859  0.0786
N  -1.1751  -1.6422  -0.6075
O  -1.5756  -2.4367  0.3145
H  0.0121  2.7512  -0.4491
H  -0.5332  1.9374  1.0296
H  -1.6018  2.0027  -0.3939
H  -0.0232  0.5338  -1.6529
H  2.1058  0.2762  -0.7229
H  1.1836  -1.1632  1.5443
H  1.3904  -1.8724  -0.0828
H  -1.1359  -1.4936  1.0938

Properties
* relative energy (zero: lowest compared OMol25 entry of this formula, charge and spin): 159.63 kcal per mole
* electronic energy: -9299.47080 eV
* HOMO-LUMO gap (spin up / spin down): 8.70 / 8.70 eV

***

DFT (the ωB97M-V functional and the def2-TZVPD basis) results for C31H33BrN2OTcTe as an isolated structure.

Positions of all 70 atoms, in Å:
Tc  -2.1697  -1.6722  -0.3622
C  -6.4377  -1.7600  -1.4999
C  -7.0552  -1.3282  -0.3359
C  -6.2942  -1.0898  0.7922
C  -4.9260  -1.2943  0.7500
N  -4.3292  -1.7022  -0.3931
C  -5.0701  -1.9246  -1.4931
C  -3.9933  -1.0653  1.8790
C  -4.4136  -0.8031  3.1776
C  -3.4701  -0.6176  4.1792
C  -2.1136  -0.7014  3.8849
C  -1.6959  -0.9781  2.5877
C  -2.6337  -1.1641  1.5730
H  -6.9957  -1.9609  -2.4027
H  -8.1262  -1.1702  -0.3105
H  -6.7514  -0.7419  1.7072
H  -4.5285  -2.2453  -2.3705
H  -5.4676  -0.7478  3.4215
H  -3.7929  -0.4165  5.1921
H  -1.3821  -0.5598  4.6709
H  -0.6350  -1.0390  2.3692
Br  -1.8814  -1.7783  -2.9252
C  1.1360  -3.8004  -0.0523
C  -0.0120  -2.8636  -0.0507
O  -1.1706  -3.3213  0.2664
N  -0.0382  -1.5490  -0.2696
Te  0.3110  0.1015  -1.2932
C  0.7263  1.1191  0.4915
C  1.8937  0.8820  1.2207
C  2.9627  -0.1148  0.8405
C  2.0732  1.6067  2.3965
C  1.1379  2.5251  2.8503
C  1.3544  3.2944  4.1258
C  -0.0205  2.7135  2.1009
C  -0.2528  2.0261  0.9198
C  -1.5444  2.2785  0.1794
C  2.2330  0.3053  -2.1950
C  3.0927  -0.7327  -2.5305
C  2.7743  -2.1835  -2.3078
C  4.3085  -0.4089  -3.1320
C  4.6579  0.8968  -3.4299
C  5.9689  1.2206  -4.0970
C  3.7403  1.9028  -3.1319
C  2.5235  1.6402  -2.5225
C  1.5824  2.7992  -2.2758
H  0.9224  -4.6125  0.6385
H  2.0515  -3.2874  0.2298
H  1.2562  -4.2262  -1.0498
H  2.5657  -0.9753  0.3013
H  3.4497  -0.4899  1.7401
H  3.7283  0.3409  0.2094
H  2.9722  1.4329  2.9791
H  2.2984  3.0252  4.5961
H  0.5518  3.0996  4.8387
H  1.3648  4.3689  3.9373
H  -0.7715  3.4143  2.4501
H  -2.1197  3.0519  0.6833
H  -2.1716  1.3845  0.1561
H  -1.3891  2.6071  -0.8502
H  1.7142  -2.3495  -2.1303
H  3.3359  -2.5892  -1.4647
H  3.0428  -2.7680  -3.1876
H  4.9898  -1.2130  -3.3926
H  6.6248  0.3518  -4.1146
H  6.4875  2.0286  -3.5799
H  5.8132  1.5440  -5.1279
H  3.9758  2.9303  -3.3891
H  2.0155  3.7127  -2.6770
H  1.3996  2.9744  -1.2149
H  0.6170  2.6672  -2.7760

Properties
* charge: +1
* <S²>: 2.021
* multiplicity: 3
* electronic energy: -117238.88867 eV
* HOMO-LUMO gap (spin up / spin down): 7.58 / 7.43 eV

***

DFT (the ωB97M-V functional and the def2-TZVPD basis) results for the molecule C5H9NO in a non-equilibrium geometry.

Positions of all 16 atoms, in Å:
C  1.9272  0.1900  0.0033
C  -0.4038  -1.3600  -0.4048
C  -2.6688  -0.6417  -0.0896
C  3.0344  2.1308  -0.0373
C  -1.5274  -1.3317  0.6229
N  0.6484  -0.5396  -0.1661
O  1.7921  1.4231  -0.4366
H  -0.4805  -1.8946  -1.3630
H  -2.5274  0.4190  -0.3010
H  -3.5457  -0.6800  0.7137
H  -2.9232  -1.1762  -0.9414
H  3.5720  1.5332  0.6587
H  2.7491  3.0026  0.4048
H  3.6564  2.2450  -0.9163
H  -1.8603  -2.3537  0.6664
H  -1.4426  -0.9663  1.5865

Properties
* relative energy (zero: lowest compared OMol25 entry of this formula, charge and spin): 122.71 kcal per mole
* electronic energy: -8863.89132 eV
* HOMO-LUMO gap: 9.64 eV